[1]
{"formula": "C3H5NO2", "method": "ωB97M-V/def2-TZVPD", "symbols": ["O", "C", "C", "N", "C", "O", "H", "H", "H", "H", "H"], "coordinates": [[1.210, -1.635, 0.199], [1.365, -0.550, 0.692], [0.523, 0.675, 0.355], [-0.498, 0.457, -0.657], [-1.579, -0.368, -0.562], [-2.007, -0.965, 0.394], [2.158, -0.370, 1.456], [0.072, 1.019, 1.299], [1.209, 1.481, 0.059], [-0.418, 0.630, -1.649], [-2.036, -0.373, -1.584]], "forces_ev_per_a": [[0.13, 0.49, 0.13], [-0.15, -0.36, -0.23], [-0.10, -0.03, -0.12], [-0.21, -0.20, -0.05], [-0.31, -0.18, -0.03], [0.26, 0.33, -0.09], [-0.20, 0.01, -0.12], [-0.06, -0.14, -0.26], [-0.23, -0.18, -0.11], [1.18, 0.64, 0.37], [-0.30, -0.37, 0.50]], "smiles": "O=CCNC=O", "molar_mass_g_mol": 87.1, "gap_ev": 10.61, "de_lowest_kcal_mol": 26.1, "e_lumo_ha": 0.026}

***

[2]
{"formula": "C11H16I2InO5SY", "method": "ωB97M-V/def2-TZVPD", "symbols": ["I", "I", "Y", "In", "S", "C", "C", "C", "C", "C", "C", "C", "C", "O", "O", "O", "O", "H", "H", "H", "H", "H", "H", "H", "H", "H", "C", "C", "C", "O", "H", "H", "H", "H", "H", "H", "H"], "coordinates": [[-1.398, 3.361, 2.522], [-3.621, 1.588, 1.692], [-1.808, -0.462, -0.059], [1.099, 1.389, 0.709], [-0.822, 1.843, -0.813], [3.033, 1.114, -1.119], [2.123, -1.035, 0.616], [-0.270, 2.604, -2.454], [-1.556, 3.051, -3.149], [0.473, 1.552, -3.273], [0.591, 3.809, -2.082], [-1.407, -3.160, -0.038], [0.154, -1.548, -1.410], [2.481, -2.091, 0.944], [3.947, 0.600, -1.596], [-0.930, -4.208, -0.149], [1.038, -1.884, -2.093], [-1.307, 3.553, -4.100], [-2.116, 3.747, -2.507], [-2.199, 2.183, -3.379], [0.811, 2.033, -4.204], [-0.195, 0.704, -3.529], [1.371, 1.181, -2.750], [0.869, 4.359, -2.993], [1.530, 3.527, -1.585], [0.027, 4.478, -1.417], [-1.440, -0.078, 3.825], [-0.446, -0.779, 2.936], [-0.572, -2.273, 3.172], [-0.623, -0.469, 1.554], [-2.478, -0.253, 3.499], [-1.278, 1.002, 3.827], [-1.338, -0.427, 4.867], [0.558, -0.443, 3.212], [-1.585, -2.637, 2.908], [0.185, -2.842, 2.617], [-0.409, -2.453, 4.247]], "forces_ev_per_a": [[-0.96, -1.09, -0.70], [1.04, 1.36, 0.28], [-0.88, -1.18, 0.88], [-1.11, -0.46, -0.67], [0.80, 0.62, 0.15], [3.95, -1.92, -1.25], [1.83, -4.84, 2.56], [0.90, 0.33, -1.21], [-0.74, -0.43, 0.56], [-0.14, -0.24, 0.06], [-0.09, 0.12, 0.33], [1.82, -4.95, -0.42], [4.74, -1.34, -4.30], [-1.72, 5.16, -1.83], [-3.76, 2.24, 1.72], [-2.26, 4.74, 0.60], [-4.49, 1.55, 3.54], [0.07, -0.16, 0.38], [0.08, -0.03, -0.36], [0.19, 0.39, -0.07], [-0.11, -0.23, 0.20], [0.45, 0.45, 0.00], [-0.37, 0.09, -0.32], [-0.16, -0.16, 0.22], [-0.09, -0.01, -0.09], [0.24, 0.02, -0.28], [-0.31, 0.55, 0.32], [-0.03, -0.93, 1.66], [0.31, -0.24, -0.10], [0.07, 1.00, -1.73], [0.41, -0.24, 0.27], [-0.05, -0.25, 0.20], [-0.02, 0.12, -0.50], [0.28, -0.03, 0.05], [0.38, 0.17, 0.18], [-0.18, -0.01, 0.11], [-0.11, -0.15, -0.45]], "molar_mass_g_mol": 717.8, "charge": 4, "gap_ev": [4.67, 4.67], "de_lowest_kcal_mol": 23.1, "e_lumo_ha": [-0.659, -0.659]}

***

[3]
{"formula": "C5H13NO2", "method": "ωB97M-V/def2-TZVPD", "symbols": ["C", "C", "C", "C", "O", "H", "H", "H", "H", "H", "H", "H", "H", "H", "H", "N", "C", "O", "H", "H", "H"], "coordinates": [[0.969, 0.631, -0.447], [0.916, 0.995, 1.014], [-0.794, 0.393, -1.089], [1.687, -0.652, -0.722], [1.410, 1.718, -1.160], [1.540, 1.475, -2.086], [1.795, -0.841, -1.790], [0.596, 0.130, 1.589], [1.921, 1.234, 1.367], [0.287, 1.870, 1.165], [-0.537, 0.385, -2.153], [-1.639, -0.277, -1.192], [-1.147, 1.387, -0.816], [1.105, -1.447, -0.213], [2.677, -0.648, -0.263], [-2.148, -0.605, 1.559], [-1.499, -1.503, 0.740], [-0.404, -1.997, 1.025], [-2.985, -0.153, 1.228], [-1.568, -0.104, 2.219], [-2.183, -1.990, 0.025]], "forces_ev_per_a": [[-2.95, -1.46, -0.34], [0.21, -0.09, -0.07], [2.62, 1.85, -0.87], [-0.09, -0.63, 0.64], [0.06, 0.47, -0.29], [-0.02, -0.04, 0.13], [-0.11, -0.09, -0.03], [-0.21, 0.10, 0.00], [0.09, 0.12, -0.11], [-0.11, -0.05, 0.12], [0.28, 0.63, -0.17], [0.25, -0.76, 1.30], [-0.30, 0.04, -0.25], [0.53, 0.30, -0.66], [0.17, 0.13, -0.09], [0.58, -0.20, -0.58], [0.20, -1.66, 2.27], [-1.43, 0.93, -0.61], [0.12, 0.02, 0.00], [-0.18, -0.03, -0.09], [0.29, 0.41, -0.30]], "smiles": "CC(C)(C)O.NC=O", "molar_mass_g_mol": 119.2, "gap_ev": 10.17, "de_lowest_kcal_mol": 58.0, "e_lumo_ha": 0.030}

***

[4]
{"formula": "C3H4N2O2", "method": "ωB97M-V/def2-TZVPD", "symbols": ["C", "N", "N", "C", "O", "C", "O", "H", "H", "H", "H"], "coordinates": [[-1.521, -0.363, -0.021], [-0.267, 0.288, -0.400], [0.624, -0.631, -0.956], [1.709, -0.474, -0.310], [1.689, 0.481, 0.645], [0.440, 1.124, 0.461], [0.186, 2.210, 0.889], [-2.045, -0.658, -0.931], [-1.293, -1.267, 0.560], [-2.146, 0.301, 0.577], [2.624, -1.012, -0.516]], "forces_ev_per_a": [[-0.18, 0.04, 0.00], [0.06, 0.07, 0.04], [0.26, -0.40, 0.31], [-0.12, -0.14, -0.38], [-0.11, 0.69, -0.41], [0.13, 0.12, 0.16], [-0.08, -0.88, 0.20], [0.00, 0.08, 0.12], [-0.11, 0.21, -0.08], [0.17, 0.09, -0.17], [-0.04, 0.10, 0.22]], "smiles": "Cn1ncoc1=O", "molar_mass_g_mol": 100.1, "gap_ev": 10.60, "de_lowest_kcal_mol": 49.9, "e_lumo_ha": 0.032}

***

[5]
{"formula": "C3H4NOS2", "method": "ωB97M-V/def2-TZVPD", "symbols": ["C", "C", "C", "N", "O", "S", "S", "H", "H", "H", "H"], "coordinates": [[-2.421, 0.456, 0.083], [0.336, -0.624, -0.938], [1.627, -0.490, 0.804], [1.025, 0.437, -0.180], [-1.581, 1.093, 0.580], [-3.676, -0.327, -0.228], [0.889, -1.884, 0.062], [-0.244, -0.539, -1.847], [1.774, -0.269, 1.804], [1.787, 1.101, -0.506], [0.482, 1.046, 0.366]], "forces_ev_per_a": [[0.53, 1.13, 1.89], [0.53, -0.06, 0.21], [-0.56, -2.28, -2.46], [2.34, -0.33, 0.16], [0.75, 0.14, -0.64], [-1.42, -1.20, -1.12], [0.21, 2.15, 0.24], [0.40, 0.05, 0.07], [0.35, 0.45, 1.71], [-0.86, -1.22, -0.82], [-2.27, 1.16, 0.78]], "molar_mass_g_mol": 134.2, "charge": 1, "gap_ev": [7.99, 8.27], "de_lowest_kcal_mol": 58.7, "e_lumo_ha": [-0.202, -0.201]}

***

[6]
{"formula": "C6H4O", "method": "ωB97M-V/def2-TZVPD", "symbols": ["C", "C", "C", "C", "C", "C", "O", "H", "H", "H", "H"], "coordinates": [[-2.432, 0.065, -0.364], [-1.319, -0.389, -0.297], [0.050, -0.536, 1.465], [0.050, -0.865, -0.041], [1.091, 0.046, -0.642], [1.456, 0.864, 0.330], [0.815, 0.538, 1.546], [-3.422, 0.453, -0.446], [0.134, -1.931, -0.277], [1.454, 0.042, -1.661], [2.123, 1.713, 0.387]], "forces_ev_per_a": [[0.46, -0.22, -0.07], [-0.67, 0.19, -0.28], [0.32, 0.21, -0.07], [-0.13, -0.06, 0.05], [0.04, 0.17, 0.18], [0.08, -0.08, -0.28], [-0.04, -0.25, 0.19], [0.14, -0.05, 0.00], [0.04, 0.16, 0.15], [-0.17, 0.07, 0.16], [-0.06, -0.15, -0.04]], "molar_mass_g_mol": 92.1, "gap_ev": 9.63, "de_lowest_kcal_mol": 85.2, "e_lumo_ha": 0.021}